Below is a cluster of 6 separate species, C30H77N5O11 in total in a non-equilibrium geometry, with properties calculated with ωB97M-V with the def2-TZVPD basis set.

Its SMILES is COCCNCCOC.COCCNCCOC.COCCNCCOC.COCCNCCOC.COCCNCCOC.O. The HOMO-LUMO gap is 8.821 eV. As for the energy above the lowest of the compared OMol25 structures with the same formula, charge and spin: 2.346 eV.

Cartesian coordinates (Å):
C (-4.927, -2.894, -4.640)
O (-3.886, -3.621, -4.026)
C (-4.148, -5.042, -3.918)
C (-2.995, -5.645, -3.101)
N (-2.988, -5.140, -1.797)
C (-1.757, -5.330, -1.118)
C (-1.672, -4.500, 0.120)
O (-1.767, -3.070, -0.201)
C (-1.864, -2.342, 1.053)
H (-4.629, -1.852, -4.675)
H (-5.871, -2.945, -3.979)
H (-5.265, -3.301, -5.601)
H (-4.191, -5.470, -4.962)
H (-5.156, -5.209, -3.380)
H (-2.106, -5.363, -3.604)
H (-2.995, -6.772, -3.152)
H (-3.338, -4.134, -1.765)
H (-0.955, -4.963, -1.746)
H (-1.532, -6.349, -0.862)
H (-0.764, -4.767, 0.632)
H (-2.480, -4.810, 0.738)
H (-1.134, -2.669, 1.748)
H (-2.877, -2.523, 1.378)
H (-1.662, -1.282, 0.885)
C (-3.190, 4.180, 2.218)
O (-1.772, 4.181, 2.573)
C (-0.928, 4.413, 1.457)
C (0.517, 4.423, 1.890)
N (0.749, 3.158, 2.451)
C (2.082, 2.999, 3.060)
C (2.145, 3.781, 4.372)
O (1.317, 3.137, 5.367)
C (0.401, 3.901, 6.086)
H (-3.411, 3.410, 1.442)
H (-3.387, 5.165, 1.865)
H (-3.746, 4.067, 3.138)
H (-1.263, 5.389, 0.983)
H (-1.038, 3.505, 0.717)
H (0.821, 5.246, 2.618)
H (1.062, 4.584, 0.959)
H (0.080, 3.091, 3.196)
H (2.832, 3.387, 2.364)
H (2.137, 1.973, 3.352)
H (1.767, 4.840, 4.198)
H (3.198, 3.924, 4.734)
H (-0.574, 4.142, 5.526)
H (0.769, 4.830, 6.489)
H (0.096, 3.316, 6.937)
C (3.752, 2.640, -1.248)
O (2.354, 2.552, -1.443)
C (1.791, 3.073, -2.626)
C (2.594, 2.782, -3.885)
N (2.483, 1.325, -4.213)
C (3.389, 0.822, -5.212)
C (3.031, -0.609, -5.621)
O (3.983, -1.010, -6.572)
C (3.518, -1.832, -7.618)
H (4.106, 3.626, -1.468)
H (4.370, 1.988, -1.827)
H (3.896, 2.314, -0.225)
H (1.572, 4.158, -2.516)
H (0.782, 2.506, -2.707)
H (3.619, 3.165, -3.672)
H (2.241, 3.379, -4.701)
H (2.548, 0.757, -3.412)
H (4.466, 0.777, -4.795)
H (3.314, 1.458, -6.086)
H (2.023, -0.584, -6.194)
H (3.011, -1.358, -4.805)
H (4.404, -2.098, -8.241)
H (2.661, -1.478, -8.216)
H (3.303, -2.800, -7.133)
C (-2.971, 3.286, 5.745)
O (-2.133, 2.199, 5.862)
C (-2.544, 1.224, 6.726)
C (-1.729, -0.047, 6.553)
N (-2.189, -0.913, 5.502)
C (-1.991, -0.504, 4.189)
C (-0.485, -0.374, 3.735)
O (0.134, -1.693, 3.761)
C (1.360, -1.490, 3.046)
H (-3.989, 2.920, 5.509)
H (-2.631, 3.939, 4.943)
H (-2.971, 3.838, 6.669)
H (-3.594, 0.911, 6.575)
H (-2.451, 1.573, 7.780)
H (-1.899, -0.665, 7.420)
H (-0.634, 0.102, 6.510)
H (-2.047, -1.869, 5.693)
H (-2.558, 0.475, 3.969)
H (-2.440, -1.277, 3.605)
H (0.145, 0.341, 4.222)
H (-0.479, -0.131, 2.701)
H (1.941, -2.454, 3.040)
H (2.061, -0.704, 3.355)
H (1.061, -1.412, 1.963)
C (4.363, -3.176, 0.091)
O (3.600, -2.262, 0.862)
C (3.019, -1.244, 0.035)
C (2.034, -1.820, -1.009)
N (1.237, -0.800, -1.666)
C (0.557, -1.394, -2.822)
C (-0.613, -0.502, -3.216)
O (-1.121, -0.933, -4.441)
C (-2.104, -0.038, -4.885)
H (5.099, -3.632, 0.765)
H (4.862, -2.732, -0.839)
H (3.764, -4.009, -0.382)
H (3.841, -0.713, -0.427)
H (2.459, -0.485, 0.646)
H (1.293, -2.556, -0.564)
H (2.560, -2.334, -1.799)
H (0.574, -0.412, -0.980)
H (0.267, -2.454, -2.745)
H (1.123, -1.298, -3.722)
H (-0.333, 0.492, -3.437)
H (-1.489, -0.404, -2.494)
H (-1.873, 1.045, -4.959)
H (-3.019, -0.120, -4.280)
H (-2.449, -0.418, -5.846)
O (0.536, 1.164, 0.461)
H (1.169, 1.386, -0.223)
H (0.761, 1.772, 1.216)

Atomic partial charges in e from the Löwdin method, atoms 1 to 5: -0.123 -0.219 -0.196 -0.260 -0.076

***

Below is a cluster of 9 separate species, C30H78ClN5O12 in total in a non-equilibrium geometry, with properties calculated with ωB97M-V with the def2-TZVPD basis set.

The HOMO-LUMO gap is 3.401 eV. The net charge is -2.

Cartesian coordinates (Å):
C (-3.142, 7.181, -7.198)
C (-2.986, 5.976, -8.058)
C (-1.951, 5.019, -7.469)
O (-4.225, 5.355, -8.321)
H (-3.715, 8.006, -7.622)
H (-2.130, 7.530, -6.994)
H (-3.615, 6.834, -6.279)
H (-2.563, 6.271, -9.019)
H (-1.857, 4.205, -8.187)
H (-2.295, 4.616, -6.516)
H (-1.039, 5.567, -7.229)
Cl (-0.360, -0.181, -0.494)
O (0.553, -0.863, -1.369)
O (0.387, -0.238, 0.754)
O (-0.549, 1.176, -0.935)
O (-1.604, -0.921, -0.371)
C (2.333, -7.328, -4.381)
O (2.041, -6.903, -3.052)
H (2.150, -8.397, -4.485)
H (1.774, -6.868, -5.196)
H (3.370, -7.103, -4.627)
H (1.816, -5.974, -3.140)
C (4.727, 3.897, -1.885)
O (3.708, 4.855, -2.174)
H (4.400, 3.216, -1.100)
H (4.846, 3.265, -2.765)
H (5.635, 4.413, -1.574)
H (2.895, 4.363, -2.305)
C (-5.081, -3.888, -6.313)
C (-4.125, -3.916, -7.461)
C (-4.215, -5.176, -8.295)
O (-3.729, -6.139, -7.390)
C (-3.596, -7.438, -7.983)
N (-4.485, -2.793, -8.297)
H (-4.655, -4.527, -5.540)
H (-6.021, -4.418, -6.464)
H (-5.213, -2.896, -5.879)
H (-3.098, -3.784, -7.123)
H (-3.557, -5.066, -9.157)
H (-5.214, -5.447, -8.637)
H (-2.888, -8.011, -7.385)
H (-3.274, -7.355, -9.021)
H (-4.506, -8.037, -7.955)
H (-4.269, -1.969, -7.753)
H (-3.776, -2.682, -9.008)
C (-2.869, -9.634, 1.240)
C (-2.309, -9.188, 2.614)
C (-1.885, -10.327, 3.582)
O (-0.484, -10.586, 3.585)
C (-0.186, -11.712, 4.355)
N (-1.221, -8.230, 2.395)
H (-2.061, -10.181, 0.756)
H (-3.157, -8.754, 0.665)
H (-3.735, -10.295, 1.263)
H (-3.081, -8.606, 3.117)
H (-2.437, -11.229, 3.318)
H (-2.337, -10.073, 4.541)
H (0.708, -12.191, 3.955)
H (-0.954, -12.485, 4.334)
H (0.100, -11.359, 5.346)
H (-1.600, -7.483, 1.829)
H (-1.221, -7.884, 3.344)
C (7.790, -3.842, 0.019)
C (7.019, -5.069, -0.432)
C (7.728, -6.400, -0.648)
O (6.781, -7.491, -0.876)
C (7.419, -8.626, -1.514)
N (6.003, -5.252, 0.628)
H (8.233, -3.421, -0.883)
H (8.463, -4.118, 0.831)
H (7.032, -3.118, 0.317)
H (6.540, -4.845, -1.386)
H (8.223, -6.689, 0.280)
H (8.472, -6.359, -1.443)
H (7.125, -9.542, -1.001)
H (8.479, -8.523, -1.282)
H (7.278, -8.609, -2.594)
H (5.369, -4.468, 0.561)
H (6.531, -4.966, 1.440)
C (-6.625, 4.078, 0.029)
C (-6.856, 5.069, -1.107)
C (-6.302, 6.489, -0.794)
O (-6.811, 7.405, -1.748)
C (-6.477, 8.769, -1.528)
N (-6.234, 4.574, -2.333)
H (-7.336, 4.237, 0.840)
H (-5.597, 4.188, 0.375)
H (-6.780, 3.063, -0.336)
H (-7.936, 5.167, -1.212)
H (-5.213, 6.509, -0.842)
H (-6.719, 6.871, 0.138)
H (-6.806, 9.065, -0.532)
H (-6.947, 9.363, -2.312)
H (-5.422, 9.043, -1.503)
H (-6.044, 5.424, -2.843)
H (-5.307, 4.215, -2.152)
C (1.860, 7.316, 5.045)
C (1.805, 6.967, 6.475)
C (1.850, 5.442, 6.552)
C (2.121, 4.896, 7.918)
C (3.394, 5.448, 8.424)
C (3.475, 7.031, 8.493)
N (2.950, 7.597, 7.221)
O (2.943, 8.942, 7.174)
C (2.785, 7.477, 9.811)
C (4.932, 7.417, 8.645)
C (0.445, 7.417, 7.022)
H (1.640, 8.368, 4.860)
H (1.131, 6.806, 4.416)
H (2.897, 7.156, 4.749)
H (0.880, 5.036, 6.264)
H (2.667, 5.104, 5.915)
H (2.185, 3.811, 7.837)
H (1.321, 5.015, 8.649)
H (4.255, 5.125, 7.838)
H (3.562, 5.040, 9.421)
H (3.367, 7.211, 10.693)
H (2.703, 8.562, 9.865)
H (1.716, 7.264, 9.836)
H (5.450, 6.852, 9.420)
H (5.479, 7.128, 7.748)
H (5.186, 8.462, 8.827)
H (0.133, 8.410, 6.700)
H (0.352, 7.308, 8.103)
H (-0.439, 6.866, 6.699)
H (3.715, 9.128, 6.636)

Atomic partial charges in e from the Löwdin method, atoms 1 to 5: -0.137 -0.739 -0.121 -0.408 0.055

***

Question: Number 1 is which compound?
Answer: C30H77N5O11